No. 1
{
  "formula": "C19H36O15",
  "method": "wB97M-V/def2-TZVPD",
  "species": ["C", "O", "H", "H", "H", "H", "C", "O", "H", "H", "H", "H", "C", "O", "H", "H", "H", "H", "C", "C", "C", "O", "C", "O", "O", "H", "H", "H", "H", "H", "H", "C", "C", "C", "O", "C", "O", "O", "H", "H", "H", "H", "H", "H", "C", "C", "C", "O", "C", "O", "O", "H", "H", "H", "H", "H", "H", "C", "C", "C", "O", "C", "O", "O", "H", "H", "H", "H", "H", "H"],
  "xyz": [[1.440959, -3.469923, 0.955245], [2.518507, -2.677758, 0.452459], [0.444268, -2.912227, 0.711408], [1.380215, -4.499202, 0.585631], [1.581415, -3.609726, 2.048995], [2.183631, -2.126456, -0.210385], [1.233486, 0.660610, -5.740964], [0.238840, 1.088992, -6.582742], [0.871065, 0.088227, -4.902744], [1.968919, 0.045548, -6.265053], [1.788503, 1.567010, -5.394540], [-0.162114, 0.366978, -7.021687], [-2.498536, -2.258069, -1.219010], [-2.266847, -1.027696, -0.483361], [-2.021485, -3.057764, -0.692980], [-3.557204, -2.441620, -1.420316], [-1.982093, -2.295464, -2.209584], [-2.495478, -0.283011, -0.982805], [-3.709445, 0.900322, -5.406162], [-2.476733, 0.982668, -4.529116], [-1.730389, 2.365608, -4.495859], [-2.305872, 2.975472, -3.328487], [-2.726303, 2.026169, -2.531615], [-3.004180, 2.064707, -1.347605], [-2.893500, 0.851865, -3.145796], [-3.540271, 1.044771, -6.451812], [-4.432716, 1.601515, -5.049045], [-4.113002, -0.118369, -5.337024], [-1.652394, 0.304825, -4.874634], [-1.973356, 2.944025, -5.430461], [-0.628752, 2.214985, -4.405603], [-0.996641, 1.763833, 0.876539], [0.334890, 1.831670, 0.064262], [1.294483, 0.708819, 0.354326], [1.042084, -0.294526, -0.628128], [0.344372, 0.266897, -1.630772], [-0.021054, -0.307593, -2.626555], [0.036312, 1.546165, -1.315322], [-0.772611, 2.007205, 1.935461], [-1.404989, 0.776889, 0.800666], [-1.742780, 2.491242, 0.458338], [0.832610, 2.817057, 0.172191], [1.099599, 0.223900, 1.308183], [2.395645, 0.821973, 0.245887], [3.300897, 2.354213, 3.846790], [3.788580, 1.024276, 4.480655], [4.391760, 0.134799, 3.434814], [5.704413, 0.583257, 3.363792], [6.070476, 1.003791, 4.644978], [7.185146, 1.140099, 5.016539], [4.965395, 1.238299, 5.385179], [2.315031, 2.112488, 3.349323], [3.990120, 2.707565, 3.124283], [3.172051, 3.136202, 4.563210], [3.024519, 0.529332, 5.108550], [3.846927, 0.273939, 2.467934], [4.392907, -0.948695, 3.668424], [-2.091742, -3.358171, 3.214322], [-2.145330, -1.979684, 2.611921], [-2.658468, -0.886678, 3.590932], [-1.479298, -0.397200, 4.268558], [-0.448598, -0.668577, 3.430898], [0.694106, -0.323322, 3.590021], [-0.765756, -1.541829, 2.439925], [-1.494448, -4.004290, 2.506962], [-3.109070, -3.760725, 3.374504], [-1.495783, -3.318174, 4.165862], [-2.625317, -1.810185, 1.690522], [-3.422438, -1.147254, 4.308202], [-3.027140, -0.064014, 3.043474]],
  "forces_ev_per_angstrom": [[-1.4, 1.1, 0.3], [0.6, -1.9, 1.7], [1.6, -1.2, 0.7], [0.3, 0.2, -0.6], [-0.3, 0.5, -0.5], [-0.8, 1.2, -1.6], [2.1, 0.2, 0.6], [-1.0, 1.8, -0.4], [-0.2, -0.1, 0.6], [0.1, -0.1, 0.0], [-0.5, -0.7, 0.0], [-0.5, -1.1, -0.7], [0.5, 1.2, -1.2], [0.5, -2.9, 0.9], [-0.1, -0.4, 0.8], [0.0, 0.0, 0.4], [-0.3, 0.6, 0.6], [-0.8, 1.7, -1.5], [0.3, -1.1, 0.6], [1.5, 0.8, -0.8], [-0.7, -0.6, -1.3], [0.8, 0.9, -0.3], [-1.1, -1.4, 2.6], [0.3, 1.0, -1.3], [0.9, -0.7, -1.6], [0.5, 0.4, -0.6], [-0.6, 0.4, 0.1], [-0.1, 0.3, 0.2], [-1.1, -0.2, 1.0], [0.3, -0.3, 1.2], [-0.9, 0.4, 0.2], [0.9, 1.5, -0.2], [-0.6, 0.2, 0.4], [1.5, -1.5, 1.1], [-0.8, -0.1, -1.0], [-0.8, -0.5, 0.0], [0.6, 0.7, 0.6], [0.0, 0.2, -0.9], [-0.2, -0.1, -0.5], [-0.2, -0.6, 0.0], [0.8, -0.7, 0.5], [-0.5, -0.5, -0.4], [0.1, 0.2, 0.2], [-0.7, 1.0, 0.4], [-1.3, -1.8, 0.4], [-0.1, 0.7, 1.2], [-1.5, -1.0, -1.0], [1.6, 0.6, 0.8], [-0.6, -0.1, -0.6], [0.2, 0.0, -0.1], [-0.7, -0.2, -1.3], [1.0, 0.4, 0.5], [0.8, 0.2, -0.9], [-0.3, 0.3, 0.6], [0.3, 0.4, -0.5], [0.7, -0.1, 0.6], [-0.2, 0.5, 0.1], [0.8, -0.7, -0.4], [0.7, 1.1, 2.2], [0.4, -0.3, 0.0], [0.3, -0.5, -1.1], [1.4, -1.1, 0.4], [-0.8, 0.5, 0.1], [-0.8, 0.9, 0.5], [-0.8, 0.4, 0.7], [0.6, 0.0, 0.0], [-0.8, -0.1, -0.7], [-0.6, -0.5, -1.2], [0.1, -0.5, 0.3], [-0.6, 1.0, -0.8]],
  "relative_energy_kj_mol": 54.5,
  "charge": 0,
  "e_lumo_ev": 0.4
}

***

No. 2
{
  "formula": "C4H8N2O2",
  "method": "wB97M-V/def2-TZVPD",
  "species": ["N", "C", "C", "N", "C", "C", "O", "O", "H", "H", "H", "H", "H", "H", "H", "H"],
  "xyz": [[2.287042, -0.956915, 0.415344], [1.126829, -0.777979, -0.470724], [0.603573, 0.752580, -0.210901], [-0.403167, 1.176510, -1.200168], [-1.491143, 1.151578, -0.470196], [-2.033260, -0.111171, 0.175678], [-1.538943, -0.646771, 1.337023], [1.573696, 1.604524, 0.020482], [2.280465, -1.704740, 1.071943], [2.483885, -0.035946, 0.789760], [0.221290, -1.324764, -0.204883], [1.569849, -0.991898, -1.440883], [0.270091, 0.523805, 0.853645], [-1.908652, 2.161357, -0.345244], [-3.127961, 0.060837, 0.308262], [-1.913592, -0.881006, -0.629133]],
  "forces_ev_per_angstrom": [[-0.1, 0.4, -0.7], [0.8, 0.6, 1.1], [1.8, -2.6, -1.0], [-0.2, 1.5, 2.3], [1.2, 0.5, -0.9], [-0.5, -1.3, 1.1], [0.8, 1.0, 0.0], [-0.3, 0.2, -0.6], [-0.5, -0.1, 0.6], [0.3, -0.3, 0.5], [0.3, -0.5, -0.1], [-1.0, 0.6, -0.7], [-0.9, -0.1, -0.2], [-1.5, -0.4, -0.6], [-0.1, 0.2, -0.5], [-0.3, 0.4, -0.3]],
  "s_squared": 0.7576,
  "relative_energy_kj_mol": 492.6,
  "spin_multiplicity": 2,
  "charge": -1,
  "e_lumo_ev": [4.2, 2.6]
}

***

No. 3
{
  "formula": "C3H3N3O2",
  "method": "wB97M-V/def2-TZVPD",
  "species": ["C", "C", "C", "H", "H", "H", "N", "N", "N", "O", "O"],
  "xyz": [[-0.014202, 1.682710, 0.511351], [0.113985, 0.249990, 0.560826], [0.004363, -0.395584, -0.664400], [0.376024, 1.331757, -1.319897], [-0.482113, 2.558201, 1.237122], [-0.112537, -0.760186, 2.517284], [-0.105305, -0.858778, 1.600527], [0.134886, -2.021534, 0.882561], [0.109795, -1.790161, -0.363234], [0.050386, 2.327089, -0.673872], [-0.223121, 0.215516, -1.791146]],
  "forces_ev_per_angstrom": [[-2.4, 3.2, -0.8], [-1.4, 1.0, 2.8], [-0.3, -0.5, -0.5], [-2.3, 1.5, -0.7], [1.6, -3.1, -0.8], [0.4, 0.0, 5.1], [1.5, 1.6, -9.3], [-1.2, 1.9, 0.8], [-0.1, 0.0, -0.9], [1.8, -4.0, 2.3], [2.2, -1.6, 2.0]],
  "relative_energy_kj_mol": 532.2,
  "charge": 0,
  "e_lumo_ev": -1.1
}

***

No. 4
{
  "formula": "C2H3NO2",
  "method": "wB97M-V/def2-TZVPD",
  "species": ["C", "C", "N", "O", "O", "H", "H", "H"],
  "xyz": [[-0.416547, 0.098685, 0.329087], [0.615217, 0.948087, -0.459014], [-1.664915, 0.177345, -0.399429], [1.494093, 1.439502, 0.190217], [-2.485793, 0.908156, 0.096894], [0.004045, -0.842194, 0.004675], [-0.459501, 0.381561, 1.460648], [0.755065, 0.857378, -1.637380]],
  "forces_ev_per_angstrom": [[0.1, 1.2, 0.2], [1.3, -0.6, -0.4], [-1.1, 0.7, 0.0], [0.0, 0.6, -0.4], [0.4, -0.5, -0.1], [0.0, -1.0, 0.8], [0.2, -0.6, -2.2], [-0.9, 0.2, 2.0]],
  "relative_energy_kj_mol": 368.7,
  "charge": 0,
  "e_lumo_ev": -0.3
}

***

Record-wise electronic energy values, in a.u.: -1874.16205 -417.02789 -430.71829 -283.11758